1.
A cluster of 11 separate species, C17H56O11 in total. Source: the Open Molecules 2025 dataset; level of theory: the ωB97M-V functional and the def2-TZVPD basis.

Last column: Mulliken charge in e.
Atoms and positions in Å:
1 C 6.351273 8.769251 7.371054  -1.506
2 C 7.518831 8.498076 8.299936  1.620
3 C 7.179269 7.624317 9.512888  -1.339
4 O 8.666602 7.826404 7.703086  -0.499
5 H 6.649402 9.324869 6.523940  0.357
6 H 5.749192 9.516713 7.923346  0.298
7 H 5.736066 7.884686 7.152893  0.347
8 H 7.838412 9.484089 8.656321  -0.599
9 H 8.046046 7.627205 10.222672  0.230
10 H 6.925676 6.659375 9.116636  0.450
11 H 6.343203 7.991467 10.066946  0.378
12 H 8.421007 6.901768 7.525566  0.306
13 C 6.209393 13.655007 10.288240  -1.517
14 C 6.705258 12.531152 9.430172  0.895
15 C 6.453084 12.774959 7.949378  -1.335
16 O 8.077650 12.392036 9.641544  -0.340
17 H 6.529258 14.599868 9.899296  0.371
18 H 6.643906 13.616474 11.296376  0.291
19 H 5.136488 13.563990 10.415666  0.420
20 H 6.235401 11.626063 9.827668  0.127
21 H 7.168719 13.475960 7.583648  0.395
22 H 5.460634 13.132526 7.675370  0.393
23 H 6.624203 11.949934 7.187333  0.177
24 H 8.423981 11.940550 8.878023  0.382
25 C 14.683208 8.057207 7.197198  -1.363
26 C 14.835337 7.195255 8.417640  1.118
27 C 15.772084 6.057715 8.298684  -1.522
28 O 15.180953 8.125617 9.452520  -0.380
29 H 13.901183 8.822808 7.297311  0.118
30 H 14.433255 7.466378 6.300340  0.402
31 H 15.606371 8.594252 7.026319  0.350
32 H 13.901969 6.698292 8.741104  0.112
33 H 15.367057 5.333681 7.551777  0.366
34 H 15.869331 5.483078 9.207805  0.298
35 H 16.784973 6.357451 7.999443  0.329
36 H 15.143503 7.706430 10.369028  0.201
37 C 8.834286 11.869236 13.036489  -0.464
38 O 10.004686 11.031175 12.708360  -0.527
39 H 8.386598 11.563494 14.004453  0.380
40 H 9.124922 12.922588 13.156130  0.262
41 H 8.105948 11.840276 12.185588  -0.022
42 H 10.340664 11.296391 11.824867  0.321
43 C 11.662521 13.335664 9.885583  -0.558
44 O 10.666650 12.547101 10.373344  -0.144
45 H 12.664872 12.881211 10.033523  0.087
46 H 11.597095 13.490386 8.784038  0.180
47 H 11.638154 14.302635 10.373518  0.319
48 H 9.832791 12.760519 9.956955  0.396
49 C 10.261769 8.852334 14.470706  -0.607
50 O 9.761517 8.388013 13.226294  -0.575
51 H 9.436912 8.805930 15.212601  0.177
52 H 10.994886 8.166052 14.763400  0.344
53 H 10.649076 9.843486 14.282051  0.255
54 H 9.504382 9.248119 12.768802  0.396
55 C 10.188065 11.368377 6.334918  -0.759
56 O 9.535848 11.540379 7.684514  -0.499
57 H 11.264800 11.574134 6.454200  0.235
58 H 10.123754 10.340217 5.985743  0.273
59 H 9.747122 12.119932 5.715314  0.287
60 H 10.156725 11.057607 8.266849  -0.005
61 C 15.352116 11.000960 10.995501  -0.601
62 O 14.827211 11.074240 9.697766  -0.511
63 H 15.057306 10.140427 11.543745  0.188
64 H 16.458564 11.041594 10.914164  0.273
65 H 14.988162 11.900402 11.539804  0.277
66 H 14.956962 10.151606 9.399379  0.335
67 C 14.765067 5.647332 12.235147  -0.856
68 O 14.188474 6.847870 11.836378  -0.407
69 H 15.828941 5.740577 12.516735  0.286
70 H 14.247586 5.278315 13.146102  0.331
71 H 14.774026 4.839472 11.437946  0.228
72 H 13.257500 6.861070 12.146119  0.489
73 C 11.258203 5.357383 13.459768  -0.798
74 O 11.742271 6.411534 12.638478  -0.475
75 H 11.048076 5.665321 14.478948  0.310
76 H 10.390649 4.913921 13.032467  0.305
77 H 12.051639 4.589035 13.432621  0.300
78 H 11.005900 7.092301 12.550447  0.294
79 C 11.706247 8.865293 9.567455  0.150
80 O 11.860052 10.116892 8.862345  -0.189
81 H 12.640700 8.404725 9.903481  -0.136
82 H 11.064163 8.937551 10.497182  -0.201
83 H 11.207204 8.217006 8.823303  0.314
84 H 12.613415 10.646720 9.194677  0.009

Forces on the atoms, in the same order (eV/Å):
C -0.6 0.0 1.6
C 0.6 -0.8 0.6
C 0.9 1.1 0.1
O -0.5 0.6 -0.4
H 0.5 0.1 -1.3
H -0.2 -0.6 -0.1
H 0.2 0.3 -0.2
H 0.5 -0.3 -0.2
H -0.7 -0.4 -0.8
H 0.0 -0.8 0.2
H -0.8 0.3 0.3
H 0.0 0.5 0.1
C 0.1 -0.1 0.9
C -0.6 -0.4 0.0
C -0.5 -1.2 -1.6
O 0.4 0.3 0.9
H -0.2 0.7 -0.4
H 0.0 -0.3 -0.2
H -0.2 0.4 -0.2
H -0.3 -0.3 -0.4
H 0.5 1.1 0.1
H -0.1 0.2 0.5
H -0.1 0.2 1.5
H 0.5 -0.4 -0.9
C -0.7 -0.1 -0.8
C -1.3 0.4 1.4
C 1.1 -1.1 -1.2
O 0.5 -0.3 1.5
H 0.1 -0.3 0.3
H 0.2 0.1 0.3
H 0.4 0.0 -0.1
H -0.2 0.5 -0.4
H 0.4 0.5 0.3
H -0.1 0.0 0.5
H -0.2 0.0 -0.1
H -0.3 0.4 -1.6
C 0.4 0.0 -0.9
O -1.3 0.8 0.0
H 0.4 -0.3 -0.8
H 0.2 -0.3 -0.1
H 0.4 -0.2 0.9
H -0.3 0.3 0.4
C 1.9 0.9 -1.4
O -0.7 -1.6 0.9
H -0.6 0.1 0.2
H -0.1 0.0 0.5
H 0.3 0.5 0.0
H -0.6 0.2 0.0
C -1.6 0.1 -0.1
O -0.7 1.0 -1.3
H 0.5 0.4 -0.1
H 1.4 -0.8 0.7
H 0.2 0.1 0.7
H 0.5 -1.3 0.4
C 0.3 0.2 2.3
O 1.6 -0.9 -1.8
H -0.4 0.1 0.0
H -0.5 0.1 -0.1
H -0.3 0.1 -0.6
H 0.0 0.1 0.1
C 1.0 2.2 0.3
O -0.6 -1.2 -0.5
H -0.4 -1.0 0.4
H -0.4 0.0 0.5
H 0.4 -0.5 -0.2
H -0.2 0.3 -0.5
C 0.4 -1.6 0.4
O 0.4 0.7 -0.5
H -0.4 0.5 -0.1
H 0.3 -0.1 -0.6
H -0.4 0.8 0.7
H 0.2 -0.2 -0.1
C 1.4 -0.3 -0.3
O -1.6 1.1 0.0
H 0.1 0.1 0.2
H -0.9 -0.3 -0.3
H -0.4 0.3 0.3
H 1.0 -0.7 0.3
C -0.7 0.0 0.1
O 0.4 -0.1 0.5
H 0.1 0.3 -0.4
H 0.4 0.2 -1.0
H 0.2 0.1 0.6
H -0.4 -0.5 0.1

Computed properties:
Kohn-Sham gap: 10.6 eV
SMILES: CC(C)O.CC(C)O.CC(C)O.CO.CO.CO.CO.CO.CO.CO.CO
HOMO energy: -9.9025 eV
energy relative to the best compared isomer or geometry (same formula, charge and spin): 22.42 kcal per mole
total charge: 0

***

2.
A structure of composition C17H58F3N26O15Ti. Source: the Open Molecules 2025 dataset; level of theory: the ωB97M-V functional and the def2-TZVPD basis.

Last column: Mulliken spin population.
Atoms and positions in Å:
1 Ti 0.509658 -3.333039 3.467663  3.141
2 C -0.094039 -1.029202 1.141830  0.118
3 O 0.335855 0.034959 0.276521  -0.019
4 O 0.959736 -1.508929 1.818333  -0.243
5 C -1.263867 -0.440916 1.974152  -0.021
6 F -1.218769 -0.876222 3.259151  0.019
7 F -1.236127 0.886592 2.101722  0.002
8 F -2.452311 -0.829133 1.497519  -0.004
9 C -0.479961 0.187108 -0.873853  -0.003
10 C -0.224454 1.381394 -1.797919  -0.001
11 H 0.792893 1.446578 -2.149170  0.000
12 H -1.002452 1.407481 -2.557749  0.000
13 H -0.395826 2.294371 -1.218389  0.000
14 H -1.516002 0.349720 -0.542770  0.000
15 H -0.488674 -0.683788 -1.548778  0.000
16 H -0.504740 -1.784303 0.456262  -0.058
17 C 4.485834 -0.391872 -1.422070  0.001
18 O 3.815222 -0.571053 -2.462911  0.000
19 N 4.154610 -0.925547 -0.213880  0.000
20 N 5.666341 0.298586 -1.500394  0.000
21 H 4.777831 -0.871820 0.572169  0.000
22 H 3.191095 -1.139324 0.005831  0.001
23 H 6.059507 0.300376 -2.426346  0.000
24 H 6.204209 0.655274 -0.736288  0.000
25 C 1.685856 -3.504531 -2.814996  0.000
26 O 1.043119 -4.481312 -3.177031  0.000
27 N 1.696344 -2.291826 -3.494599  0.000
28 N 2.305423 -3.320966 -1.600587  0.000
29 H 1.088798 -2.411408 -4.294656  0.000
30 H 2.512737 -1.696818 -3.478680  0.000
31 H 2.536252 -4.075920 -0.985639  0.001
32 H 2.777804 -2.477642 -1.345883  0.000
33 C -5.737125 0.256649 4.472404  0.000
34 O -6.002108 -0.925922 4.704463  0.000
35 N -6.736451 1.209652 4.527771  0.000
36 N -4.486088 0.718572 4.186574  0.000
37 H -7.684898 0.903445 4.507390  0.000
38 H -6.432659 2.163813 4.537098  0.000
39 H -4.349613 1.681188 3.940447  0.000
40 H -3.681398 0.121975 4.165162  0.000
41 C -2.987898 -3.112482 3.785695  -0.005
42 O -1.813232 -3.547529 3.839902  0.006
43 N -3.770070 -3.022155 4.900263  0.003
44 N -3.612971 -2.820086 2.611598  0.003
45 H -4.765925 -3.147811 4.921346  0.000
46 H -3.320881 -3.252643 5.769583  -0.001
47 H -3.102831 -2.973504 1.757675  0.008
48 H -4.612179 -2.924802 2.660040  -0.001
49 C 1.570725 -5.340979 1.144694  -0.020
50 O 0.449017 -4.990575 1.584206  -0.016
51 N 2.680657 -4.514577 1.244863  0.015
52 N 1.798510 -6.549007 0.574976  -0.001
53 H 2.473839 -3.525146 1.355717  0.029
54 H 3.588732 -4.938816 1.261445  0.002
55 H 2.735179 -6.851449 0.397893  0.000
56 H 1.024998 -7.188349 0.647755  -0.002
57 C -3.935217 2.363749 -0.096704  0.000
58 O -3.341397 3.280453 0.496749  0.000
59 N -4.838227 2.633019 -1.111357  0.000
60 N -3.765785 1.007537 0.155941  0.000
61 H -5.096012 3.582232 -1.327607  0.000
62 H -5.268796 1.966599 -1.719717  0.000
63 H -4.266331 0.309267 -0.351803  0.000
64 H -2.995883 0.712970 0.720957  0.000
65 C 4.400644 -1.267995 4.297348  0.014
66 O 5.449849 -1.368524 4.911958  0.003
67 N 4.124202 -0.228333 3.395840  -0.001
68 N 3.277701 -2.033924 4.580774  0.014
69 H 4.857839 0.370989 3.077825  0.000
70 H 3.171099 -0.162550 3.088847  -0.004
71 H 3.338752 -2.713010 5.314633  0.052
72 H 2.489909 -1.939514 3.969176  -0.051
73 C -0.136790 1.109733 -5.217217  0.000
74 O -0.016579 -0.077575 -4.956306  0.000
75 N -1.001588 1.977367 -4.561358  0.000
76 N 0.401099 1.658629 -6.371984  0.000
77 H -1.298783 2.769702 -5.096004  0.000
78 H -1.640985 1.541618 -3.922856  0.000
79 H 0.439488 2.594212 -6.722879  0.000
80 H 0.976220 1.015852 -6.891915  0.000
81 C 0.454250 2.362942 5.126097  0.000
82 O 1.037805 3.035477 5.959210  0.000
83 N -0.922492 2.292189 5.060850  0.000
84 N 1.117168 1.591570 4.174016  0.000
85 H -1.480122 1.925100 4.317073  0.000
86 H -1.368721 2.808332 5.800678  0.000
87 H 0.571168 0.871466 3.731316  0.020
88 H 2.061158 1.326019 4.404706  -0.002
89 C -3.442313 4.800818 -3.555493  0.000
90 O -4.587225 4.676197 -3.111183  0.000
91 N -2.349345 4.498887 -2.778798  0.000
92 N -3.171079 5.291199 -4.843090  0.000
93 H -1.404272 4.447802 -3.096846  0.000
94 H -2.639661 4.261560 -1.837850  0.000
95 H -3.794974 4.912365 -5.534728  0.000
96 H -2.184780 5.403317 -5.000151  0.000
97 C -2.369254 -3.712808 -0.551528  0.002
98 O -3.306523 -4.121496 0.153789  0.001
99 N -1.081228 -4.212030 -0.578036  -0.001
100 N -2.552607 -2.664617 -1.479146  0.000
101 H -0.476999 -3.636705 -1.132516  0.000
102 H -0.650674 -4.861337 0.082721  -0.001
103 H -1.837716 -2.101938 -1.902330  0.000
104 H -3.477163 -2.291792 -1.593201  0.000
105 C 1.064861 4.188295 0.722843  0.000
106 O 1.174786 5.362215 1.042325  0.000
107 N 1.729870 3.565355 -0.373884  0.000
108 N 0.347077 3.238809 1.437304  0.000
109 H 2.136593 4.329537 -0.906056  0.000
110 H 2.283928 2.782837 -0.088033  0.000
111 H 0.298146 3.240236 2.440006  0.000
112 H -0.045793 2.431087 0.998001  0.000
113 C 5.741845 2.433463 -4.872275  0.000
114 O 6.166947 3.164966 -3.980459  0.000
115 N 6.024936 2.645057 -6.211762  0.000
116 N 4.971136 1.311818 -4.651734  0.000
117 H 6.455453 3.500891 -6.501387  0.000
118 H 5.928481 1.917508 -6.891120  0.000
119 H 4.595088 0.731134 -5.371124  0.000
120 H 4.710611 1.125495 -3.698030  0.000

Forces on the atoms, in the same order (eV/Å):
Ti -1.8 0.1 -1.4
C 1.3 -0.3 -1.3
O 0.5 0.5 -0.6
O -0.3 -0.5 1.4
C 1.0 -1.0 1.2
F -0.1 -0.1 0.2
F -0.4 0.6 -0.4
F 0.2 0.3 -0.1
C -1.2 0.3 -0.7
C -0.2 0.4 2.1
H 0.1 -0.2 -0.6
H 0.8 -0.5 0.7
H 0.1 0.1 -0.1
H 0.1 -0.3 -0.2
H 0.4 -0.3 0.5
H -0.5 -0.2 0.2
C -0.1 -0.2 -1.2
O 0.6 0.2 1.5
N -0.2 0.1 0.1
N -0.5 -0.5 -0.3
H 0.0 0.2 0.0
H -0.1 0.3 0.0
H 0.2 0.4 0.1
H 0.0 -0.1 0.2
C -0.2 1.8 0.2
O 0.6 0.3 0.5
N -1.0 -1.7 -0.5
N 0.2 -1.2 0.8
H 0.5 0.8 -0.3
H -0.3 0.1 0.0
H -0.2 -0.5 -0.3
H 0.0 0.4 -0.7
C -1.0 -1.1 0.5
O 0.4 0.6 -0.5
N 1.8 -0.2 -0.2
N -0.2 0.5 0.1
H -0.2 0.1 0.2
H -0.7 0.3 -0.1
H 0.0 0.0 -0.2
H -0.2 -0.4 0.1
C -0.7 -1.3 -0.7
O 0.7 1.0 0.1
N 0.9 -0.2 0.5
N 0.4 -0.2 1.8
H -0.2 0.6 -0.5
H 0.2 -0.1 -0.1
H -0.5 -0.6 -0.1
H -0.1 0.3 -0.6
C 0.4 0.5 0.9
O 1.4 -0.2 -0.2
N -1.5 -0.5 -0.1
N -0.8 0.8 0.5
H 0.4 -0.2 0.1
H 0.3 0.5 0.0
H 0.0 -0.3 -0.2
H 0.3 -0.3 -0.1
C -0.2 0.5 -0.5
O -0.6 -1.6 -0.7
N 0.2 0.1 0.7
N 0.0 1.6 0.0
H 0.4 0.1 0.1
H 0.1 -0.5 0.2
H -0.2 -0.1 -0.1
H -0.4 0.3 0.0
C -0.2 1.1 1.0
O -0.4 -0.2 -0.8
N -0.1 -1.6 0.6
N 1.4 0.8 -0.7
H 0.0 0.2 0.1
H 0.0 0.4 -0.6
H -0.2 -0.1 -0.1
H -0.4 -0.2 0.2
C -1.4 0.1 -1.2
O 0.3 0.9 0.3
N 0.9 -0.3 -0.6
N 0.8 -1.1 -0.1
H -0.4 0.1 0.1
H -0.3 0.2 -0.5
H -0.3 0.4 0.6
H 0.0 0.0 0.1
C 0.4 -0.3 0.0
O -0.4 -0.4 -0.4
N 0.4 0.4 0.8
N -0.4 0.2 0.2
H 0.2 -0.1 -0.2
H -0.2 0.1 -0.2
H 0.1 -0.2 0.0
H 0.0 0.2 0.1
C -0.5 0.1 0.3
O 1.0 0.2 -0.9
N -1.5 0.2 -0.1
N -0.1 -0.5 1.6
H 0.2 0.0 0.1
H 0.7 0.0 0.1
H 0.2 0.3 -0.3
H -0.1 -0.1 -0.8
C 0.1 -0.1 -0.2
O 1.3 0.5 -1.0
N -1.3 0.7 -0.2
N -0.4 -0.6 0.7
H 0.6 -0.4 -0.2
H -0.9 0.6 -0.1
H 0.4 -0.4 0.1
H -0.1 -0.2 0.3
C 0.2 -1.0 1.0
O -0.1 -1.0 -0.6
N -1.3 2.2 0.3
N 0.2 0.6 -0.1
H 0.6 -0.7 0.0
H 0.3 -0.2 -0.2
H -0.1 0.6 0.0
H 0.4 -0.2 -0.3
C 0.4 0.1 -0.2
O -0.7 -0.7 -0.7
N -0.2 0.0 0.4
N 0.6 0.7 0.6
H 0.2 0.0 0.2
H -0.1 -0.1 -0.1
H -0.1 0.0 -0.2
H -0.3 -0.1 -0.1

Computed properties:
Kohn-Sham gap (spin up / spin down): 5.7 / 9.0 eV
multiplicity: 4
HOMO energy (spin up / spin down): -5.8485 / -9.2616 eV
total charge: 0
expectation value of S²: 3.751

***

Calculated values (eV) of total energy for the records, taken in order: -41056.468; -119302.724.
Calculated values (u) of molar mass for the records, taken in order: 436.62; 971.68.
Calculated values (eV/Å) of strongest force on any atom for the records, taken in order: 2.5; 2.5.